Below is a 2-piece molecular cluster, CH3NOS overall, with properties calculated with the ωB97M-V functional and the def2-TZVPD basis.

Bonds (Å) are listed after each position.
CARTESIAN COORDINATES (ANGSTROEM)
1 S -1.60 0.49 -0.32  N3 1.735
2 O 0.97 -0.24 -1.23  C4 1.209
3 N -0.23 0.07 0.65  S1 1.735, C4 1.399, H6 1.169
4 C 0.70 -0.64 -0.12  O2 1.209, N3 1.399, H7 1.196
5 H -0.45 1.93 -1.15  no bonds
6 H -0.76 -0.20 1.66  N3 1.169
7 H 1.38 -1.41 0.50  C4 1.196

As for the total energy: -15454.5976 eV. The calculation puts the highest occupied orbital energy at -9.274 eV. The energy above the lowest of the compared OMol25 structures with the same formula, charge and spin comes out at 97.1 kcal per mole. The calculation puts the HOMO-LUMO gap at 8.33 eV.